(1)
The following is a DFT calculation (ωB97M-V/def2-TZVPD) of a 7-piece molecular cluster, H16NO6 overall at a distorted geometry.

**Highest occupied orbital energy**: -14.5 eV
**Maximum force**: 2.17 eV/A
**Gap between HOMO and LUMO**: 11.55 eV
**Total charge**: +1

Element x y z (Å)
N 0.15 0.95 -0.47
H 0.63 1.88 -0.36
H 1.04 0.39 -0.57
H -0.42 0.63 0.36
H -0.38 0.95 -1.35
H -3.00 0.43 -0.70
H -3.15 1.13 0.74
O -2.60 1.06 -0.04
H -1.88 0.14 2.83
H -0.44 -0.37 2.61
O -1.15 0.12 2.19
H 2.54 -0.42 1.78
H 3.32 0.86 1.18
O 2.76 0.11 0.99
H -2.22 -0.53 -3.36
H -1.56 -1.37 -2.23
O -1.39 -0.71 -2.91
H 0.41 -2.01 2.86
H 1.49 -1.49 3.93
O 1.00 -1.29 3.11
H 2.04 0.47 -3.42
H 1.07 -0.53 -3.94
O 1.73 -0.42 -3.24

***

(2)
The following is a DFT calculation (ωB97M-V/def2-TZVPD) of C2I4N4 as an isolated structure at a distorted geometry.

**Highest occupied orbital energy**: -9.4 eV
**Maximum force**: 2.83 eV/A
**Gap between HOMO and LUMO**: 8.50 eV

Element x y z (Å)
C 1.53 0.97 -0.29
C -1.73 0.77 0.45
N 0.97 -0.03 -0.78
N -1.01 -0.17 0.82
N 0.47 -1.20 -0.42
N -0.58 -1.25 0.24
I 2.21 2.53 -1.55
I 2.25 0.98 1.73
I -2.24 1.03 -1.63
I -2.36 2.20 1.81

***

(3)
The following is a DFT calculation (ωB97M-V/def2-TZVPD) of C33H36BiCl2N3O3S6SiTe as an isolated structure at a distorted geometry.

**Highest occupied orbital energy**: -1.3 eV
**Maximum force**: 1.75 eV/A
**Gap between HOMO and LUMO**: 5.16 eV
**Total charge**: -2

Element x y z (Å)
Bi -0.87 0.66 0.10
S -7.63 1.52 -3.76
C -6.41 1.41 -2.66
S -6.59 0.66 -1.10
C -4.96 1.03 -0.46
C -4.15 1.66 -1.36
S -2.56 2.29 -1.06
S -4.82 2.02 -2.94
S -4.52 0.57 1.10
C 5.62 5.44 1.34
C 4.45 4.68 0.77
C 3.14 5.01 1.08
C 2.06 4.33 0.53
C 0.67 4.76 0.88
C 2.29 3.28 -0.37
Te 0.65 2.38 -1.45
C 3.60 2.94 -0.68
C 3.89 1.83 -1.65
C 4.66 3.63 -0.11
H 5.33 6.01 2.22
H 6.02 6.14 0.60
H 6.42 4.76 1.61
H 2.96 5.83 1.76
H 0.68 5.69 1.44
H 0.16 4.00 1.47
H 0.08 4.91 -0.03
H 3.45 0.91 -1.26
H 4.96 1.70 -1.78
H 3.43 2.06 -2.61
H 5.68 3.36 -0.39
C 3.71 -0.69 2.48
Si 2.29 -1.08 1.23
C 1.48 -2.68 1.90
C 3.24 -1.61 -0.36
O 1.33 0.13 0.99
H 4.46 -1.48 2.48
H 3.34 -0.59 3.49
H 4.21 0.24 2.21
H 2.02 -3.58 1.59
H 0.46 -2.77 1.54
H 1.44 -2.69 2.99
H 3.31 -2.69 -0.45
H 4.24 -1.21 -0.40
H 2.71 -1.25 -1.24
Cl 0.93 -3.98 -1.61
C 0.43 -2.71 -2.66
C 1.37 -2.08 -3.46
C 0.95 -1.09 -4.33
C -0.38 -0.73 -4.38
C -1.31 -1.35 -3.57
Cl -2.95 -0.80 -3.62
C -0.93 -2.36 -2.67
N -1.77 -2.98 -1.76
C -3.10 -3.26 -2.00
C -3.42 -3.79 -3.25
C -4.71 -4.13 -3.59
C -5.72 -3.95 -2.66
C -5.41 -3.47 -1.41
C -4.11 -3.13 -1.03
C -4.02 -2.63 0.39
C -2.78 -2.31 1.17
O -3.05 -2.12 2.43
O -1.65 -2.16 0.73
H 2.40 -2.38 -3.41
H 1.67 -0.58 -4.95
H -0.71 0.06 -5.04
H -1.49 -2.86 -0.78
H -2.61 -3.92 -3.96
H -4.93 -4.54 -4.57
H -6.75 -4.20 -2.92
H -6.22 -3.32 -0.70
H -4.63 -3.27 1.02
H -4.54 -1.64 0.42
C 1.56 1.55 4.14
N 0.58 0.50 4.14
C 0.63 -0.66 4.87
C -0.44 -1.40 4.46
N -1.13 -0.72 3.51
C -0.50 0.42 3.33
S -0.96 1.79 2.38
H 2.27 1.38 4.94
H 1.07 2.52 4.28
H 2.07 1.56 3.17
H 1.39 -0.84 5.60
H -0.75 -2.38 4.77
H -2.30 -1.58 2.89

***

(4)
The following is a DFT calculation (ωB97M-V/def2-TZVPD) of C30H23F5N3O3RuS as an isolated structure.

**Highest occupied orbital energy (alpha / beta)**: -6.6 / -6.6 eV
**Maximum force**: 0.18 eV/A
**Gap between HOMO and LUMO (alpha / beta)**: 4.76 / 4.67 eV
**<S²>**: 0.757
**Spin multiplicity**: 2

Element x y z (Å)
Ru 0.59 1.20 -1.09
C -0.26 4.87 0.92
C -0.29 3.56 0.22
N 0.75 2.98 -0.27
N 2.01 3.53 -0.24
C 2.82 2.78 -0.94
O 2.43 1.69 -1.57
C 4.24 3.15 -1.06
C 5.10 2.33 -1.78
C 6.44 2.67 -1.90
C 6.92 3.83 -1.31
C 6.06 4.65 -0.59
C 4.72 4.32 -0.47
C -1.53 2.80 -0.01
C -2.77 3.23 0.41
C -3.89 2.47 0.07
C -3.74 1.31 -0.66
C -2.45 0.91 -1.02
N -1.39 1.64 -0.71
H 0.75 5.25 0.96
H -0.65 4.76 1.94
H -0.90 5.59 0.40
H 4.72 1.43 -2.23
H 7.11 2.02 -2.45
H 7.97 4.09 -1.40
H 6.43 5.55 -0.13
H 4.04 4.95 0.09
H -2.87 4.14 0.97
H -4.88 2.79 0.38
H -4.58 0.71 -0.95
H -2.27 -0.02 -1.55
F -7.88 -0.87 -0.83
C -6.60 -1.16 -0.55
C -5.76 -1.65 -1.54
F -6.24 -1.83 -2.78
C -4.44 -1.94 -1.25
F -3.68 -2.38 -2.26
C -3.88 -1.76 0.02
S -2.21 -2.06 0.35
C -4.77 -1.27 0.99
F -4.34 -1.04 2.24
C -6.09 -0.97 0.72
F -6.89 -0.49 1.68
C 1.45 -6.24 2.16
C 1.23 -4.89 1.53
C 1.12 -4.76 0.16
C 0.93 -3.53 -0.45
C 0.73 -3.51 -1.94
C 0.87 -2.38 0.36
C 0.94 -2.49 1.77
C 0.76 -1.34 2.72
C 1.13 -3.75 2.32
C 0.70 -1.08 -0.26
O 0.71 0.04 0.45
O 0.60 -0.86 -1.51
H 1.21 -7.04 1.47
H 0.83 -6.35 3.06
H 2.49 -6.35 2.47
H 1.16 -5.65 -0.47
H 0.81 -4.53 -2.33
H 1.46 -2.89 -2.45
H -0.26 -3.11 -2.18
H -0.20 -0.86 2.55
H 1.54 -0.59 2.62
H 0.77 -1.72 3.75
H 1.17 -3.85 3.40

***

(5)
The following is a DFT calculation (ωB97M-V/def2-TZVPD) of C26H22BCl3NO3Pt as an isolated structure.

**Highest occupied orbital energy (alpha / beta)**: -10.2 / -10.6 eV
**Maximum force**: 0.57 eV/A
**Gap between HOMO and LUMO (alpha / beta)**: 6.13 / 4.67 eV
**<S²>**: 6.070
**Spin multiplicity**: 5
**Total charge**: +1

Element x y z (Å)
Pt 0.41 0.26 0.42
Cl 4.44 -2.45 2.27
C 3.96 -0.89 2.72
C 4.68 -0.16 3.65
C 4.29 1.12 4.00
Cl 5.22 1.97 5.15
C 3.13 1.75 3.43
C 2.70 3.05 3.73
C 1.58 3.55 3.10
C 0.88 2.74 2.20
N 1.27 1.50 1.93
C 2.39 1.02 2.51
C 2.77 -0.34 2.10
O 2.11 -0.97 1.26
H 5.56 -0.60 4.10
H 3.24 3.65 4.44
H 1.23 4.55 3.29
H -0.01 3.09 1.70
Cl -2.26 0.64 2.81
C -2.89 0.64 1.19
C -3.88 1.54 0.86
C -4.39 1.56 -0.43
C -3.89 0.69 -1.40
C -2.90 -0.21 -1.07
C -2.37 -0.28 0.24
C -1.36 -1.22 0.56
H -4.26 2.21 1.62
H -5.17 2.27 -0.69
H -4.29 0.71 -2.41
H -2.52 -0.90 -1.81
H -1.12 -1.94 -0.22
H -1.24 -1.56 1.58
C 4.63 4.91 -5.67
C 3.10 4.73 -5.66
C 2.61 4.49 -7.09
C 2.47 6.02 -5.14
C 2.75 3.52 -4.78
C 3.22 2.26 -5.14
C 2.97 1.11 -4.38
C 2.22 1.29 -3.24
O 1.84 0.35 -2.30
B 1.12 1.07 -1.36
O 1.04 2.41 -1.69
C 1.75 2.52 -2.88
C 1.98 3.66 -3.62
H 4.90 5.78 -6.27
H 5.13 4.04 -6.08
H 5.00 5.06 -4.65
H 2.85 5.35 -7.72
H 1.53 4.34 -7.11
H 3.08 3.61 -7.54
H 2.76 6.85 -5.79
H 2.80 6.26 -4.13
H 1.38 5.97 -5.15
H 3.80 2.15 -6.04
H 3.34 0.14 -4.68
H 1.58 4.61 -3.30

***

(6)
The following is a DFT calculation (ωB97M-V/def2-TZVPD) of one molecule with the formula O2S2 at a distorted geometry.

**Highest occupied orbital energy (alpha / beta)**: -9.9 / -10.0 eV
**Maximum force**: 2.22 eV/A
**Gap between HOMO and LUMO (alpha / beta)**: 7.91 / 8.03 eV

Element x y z (Å)
O -0.09 -1.70 -1.12
O 0.00 1.73 1.11
S 0.34 0.93 -0.14
S -0.25 -0.96 0.15

***

(7)
The following is a DFT calculation (ωB97M-V/def2-TZVPD) of a 2-piece molecular cluster, C6H16 overall at a distorted geometry.

**SMILES**: CCC.CCC
**Highest occupied orbital energy**: -10.9 eV
**Maximum force**: 7.54 eV/A
**Gap between HOMO and LUMO**: 11.96 eV

Element x y z (Å)
C 1.70 -0.13 -2.50
C 0.35 0.64 -2.64
C -0.06 1.35 -1.38
H 2.54 0.53 -2.73
H 1.59 -1.05 -3.22
H 1.90 -0.44 -1.51
H 0.42 1.43 -3.47
H -0.43 -0.10 -2.85
H 0.74 2.04 -0.99
H -1.00 1.91 -1.72
H -0.38 0.70 -0.58
C -0.88 0.74 2.25
C -1.21 -0.87 1.87
C -0.03 -1.76 2.35
H -1.25 1.02 3.19
H -1.38 1.36 1.55
H 0.24 0.83 2.25
H -2.14 -1.24 2.33
H -1.26 -0.90 0.79
H 0.78 -1.50 1.65
H 0.16 -1.64 3.31
H -0.39 -2.90 2.04

***

(8)
The following is a DFT calculation (ωB97M-V/def2-TZVPD) of one molecule with the formula C17H21N3O.

**SMILES**: CC[C@H](C)c1ccc(NC(=O)NCc2cccnc2)cc1
**Highest occupied orbital energy**: -8.5 eV
**Maximum force**: 0.58 eV/A
**Gap between HOMO and LUMO**: 9.20 eV

Element x y z (Å)
C -1.22 4.41 4.39
C -1.37 2.89 4.40
C -0.09 2.10 4.09
C 1.14 2.71 4.77
C 0.19 1.90 2.62
C -0.36 2.67 1.60
C -0.05 2.43 0.28
C 0.83 1.41 -0.08
N 1.14 1.22 -1.43
C 1.37 0.07 -2.14
O 1.72 0.13 -3.30
N 1.19 -1.10 -1.47
C 1.21 -2.36 -2.17
C -0.15 -2.96 -2.35
C -0.34 -4.34 -2.33
C -1.62 -4.85 -2.50
C -2.66 -3.96 -2.69
N -2.50 -2.65 -2.72
C -1.28 -2.17 -2.56
C 1.41 0.65 0.93
C 1.08 0.89 2.25
H -0.62 4.75 5.23
H -0.75 4.77 3.48
H -2.20 4.88 4.47
H -1.72 2.60 5.40
H -2.15 2.59 3.70
H -0.24 1.09 4.52
H 2.00 2.05 4.66
H 0.95 2.85 5.83
H 1.39 3.66 4.32
H -1.06 3.45 1.83
H -0.49 3.04 -0.49
H 1.11 2.05 -2.01
H 0.67 -1.07 -0.60
H 1.86 -3.06 -1.64
H 1.66 -2.15 -3.15
H 0.50 -5.00 -2.17
H -1.79 -5.92 -2.49
H -3.68 -4.31 -2.83
H -1.19 -1.09 -2.60
H 2.14 -0.11 0.69
H 1.53 0.28 3.02

***

(9)
The following is a DFT calculation (ωB97M-V/def2-TZVPD) of a 11-piece molecular cluster, C36H60F10O16 overall at a distorted geometry.

**SMILES**: O=C1OC[C@@H](F)O1.CCOC(=O)C(F)(F)F.CCOC(=O)C(F)(F)F.CCOC(=O)C(F)(F)F.CC(C)=O.CC(C)=O.CC(C)=O.CC(C)=O.CC(C)=O.CC(C)=O.CC(C)=O
**Highest occupied orbital energy**: -9.2 eV
**Maximum force**: 4.51 eV/A
**Gap between HOMO and LUMO**: 9.54 eV

Element x y z (Å)
O -1.50 -0.01 2.66
C -0.98 0.10 1.56
O 0.11 -0.58 1.19
C 0.57 -0.09 -0.09
C -0.57 0.80 -0.53
F -1.31 0.12 -1.37
O -1.34 0.96 0.65
H 1.40 0.59 0.12
H 0.77 -0.86 -0.83
H -0.33 1.75 -1.00
C 3.41 3.13 -2.66
C 4.28 2.13 -1.90
O 4.60 0.99 -2.75
C 3.80 -0.09 -2.94
O 2.68 -0.26 -2.47
C 4.49 -1.13 -3.91
F 4.30 -2.40 -3.43
F 4.09 -1.12 -5.17
F 5.81 -0.92 -3.84
H 2.49 2.68 -3.03
H 3.99 3.60 -3.47
H 3.19 3.92 -1.94
H 3.95 1.93 -0.88
H 5.24 2.61 -1.70
C 2.91 -4.19 -6.00
C 1.84 -4.76 -5.07
O 1.10 -3.69 -4.50
C 0.12 -3.90 -3.62
O -0.17 -4.97 -3.14
C -0.61 -2.62 -3.18
F -1.76 -2.48 -3.83
F -0.86 -2.66 -1.88
F 0.08 -1.54 -3.50
H 3.83 -3.88 -5.49
H 2.47 -3.31 -6.46
H 3.11 -4.72 -6.93
H 2.27 -5.40 -4.31
H 1.19 -5.47 -5.59
C -3.07 1.00 -3.99
C -3.93 -0.13 -3.44
O -4.23 -0.92 -4.53
C -5.38 -1.67 -4.66
O -6.21 -1.77 -3.79
C -5.49 -2.43 -6.02
F -6.40 -1.77 -6.80
F -4.34 -2.36 -6.69
F -5.83 -3.69 -5.86
H -3.54 1.69 -4.70
H -2.19 0.64 -4.53
H -2.57 1.54 -3.19
H -4.86 0.23 -3.00
H -3.33 -0.69 -2.71
C -4.95 3.96 0.20
C -4.61 2.77 1.16
C -4.60 1.46 0.51
O -4.43 2.95 2.36
H -5.72 3.73 -0.53
H -4.09 4.10 -0.46
H -5.18 4.87 0.76
H -5.61 1.08 0.62
H -3.98 0.84 1.15
H -4.10 1.49 -0.46
C -0.23 2.01 5.82
C 0.93 1.03 5.95
C 1.31 0.55 7.33
O 1.47 0.60 4.90
H -0.84 1.95 6.72
H -0.80 1.68 4.95
H 0.16 3.02 5.71
H 1.73 1.38 7.90
H 1.99 -0.30 7.32
H 0.40 0.28 7.88
C 3.01 4.67 1.54
C 2.22 3.35 1.51
C 2.36 2.44 2.70
O 1.49 2.97 0.55
H 2.79 5.19 0.61
H 4.10 4.57 1.55
H 2.67 5.27 2.39
H 3.43 2.33 2.88
H 2.01 1.42 2.53
H 1.88 2.96 3.52
C -1.32 -6.22 1.91
C -0.79 -4.79 1.81
C -1.79 -3.67 1.83
O 0.40 -4.49 1.82
H -1.45 -6.48 2.96
H -0.62 -6.97 1.54
H -2.28 -6.34 1.42
H -1.47 -2.74 2.30
H -2.66 -3.94 2.43
H -2.08 -3.54 0.78
C -2.46 5.39 -2.62
C -1.02 4.86 -2.62
C 0.01 5.87 -2.18
O -0.78 3.72 -3.02
H -3.11 4.55 -2.86
H -2.65 6.26 -3.24
H -2.74 5.61 -1.59
H 0.87 5.31 -1.81
H -0.39 6.62 -1.50
H 0.36 6.38 -3.08
C -1.53 -1.84 6.54
C -0.79 -2.92 5.73
C 0.12 -2.46 4.66
O -0.73 -4.12 6.07
H -1.71 -2.21 7.55
H -2.49 -1.65 6.06
H -1.15 -0.82 6.60
H 0.99 -1.98 5.12
H -0.37 -1.87 3.89
H 0.52 -3.34 4.15
C 5.06 -0.51 3.17
C 4.17 -0.68 1.98
C 3.12 -1.79 2.04
O 4.20 -0.01 0.99
H 5.83 0.24 2.99
H 5.49 -1.49 3.39
H 4.55 -0.30 4.11
H 2.94 -2.26 1.08
H 2.20 -1.38 2.45
H 3.45 -2.57 2.72

***

(10)
The following is a DFT calculation (ωB97M-V/def2-TZVPD) of a 8-piece molecular cluster, C12H40N6O8 overall at a distorted geometry.

**SMILES**: NC(N)=O.NC(N)=O.NC(N)=O.CCO.CCO.CCO.CCO.CO
**Highest occupied orbital energy**: -8.7 eV
**Maximum force**: 8.74 eV/A
**Gap between HOMO and LUMO**: 8.93 eV

Element x y z (Å)
N 1.24 1.47 4.18
C 1.71 1.57 2.96
N 2.98 1.55 2.90
O 0.97 1.58 1.80
H 0.22 1.38 4.20
H 1.81 1.14 4.95
H 3.32 1.59 1.91
H 3.63 1.43 3.70
N -0.23 4.36 -1.55
C 0.39 3.89 -0.50
N 0.96 2.81 -0.81
O 0.37 4.41 0.80
H -0.78 5.31 -1.44
H -0.16 3.94 -2.45
H 1.12 2.29 0.07
H 1.08 2.41 -1.70
N -2.33 -0.15 -5.09
C -1.41 -0.58 -4.23
N -0.77 0.38 -3.57
O -1.25 -1.99 -3.93
H -2.89 -0.86 -5.58
H -2.16 0.75 -5.60
H -0.27 0.09 -2.71
H -1.00 1.36 -3.64
C -2.24 1.22 0.83
C -2.87 0.30 -0.14
O -2.85 0.95 -1.40
H -2.86 2.06 0.99
H -1.25 1.53 0.50
H -2.00 0.74 1.78
H -3.83 0.01 0.16
H -2.30 -0.57 -0.08
H -3.12 0.34 -2.11
C 0.59 -2.70 2.51
C -0.33 -1.45 2.26
O -1.47 -1.57 3.09
H 1.66 -2.45 2.46
H 0.34 -3.49 1.85
H 0.53 -3.06 3.50
H -0.60 -1.25 1.25
H 0.14 -0.57 2.62
H -2.09 -0.87 2.92
C -2.00 -3.56 -0.53
C -3.25 -3.62 0.44
O -4.04 -2.51 0.20
H -1.14 -4.04 0.00
H -1.63 -2.56 -0.87
H -2.10 -4.15 -1.43
H -2.78 -3.48 1.43
H -3.83 -4.52 0.36
H -4.40 -2.52 -0.66
C 4.19 -0.04 0.36
C 3.88 1.15 -0.56
O 3.86 2.29 0.37
H 4.39 -0.88 -0.31
H 3.49 -0.28 1.12
H 5.11 0.15 0.93
H 2.89 0.99 -0.98
H 4.59 1.33 -1.33
H 3.78 3.07 -0.21
C 1.27 -1.41 -1.13
O 0.42 -0.29 -0.99
H 0.69 -2.25 -1.45
H 1.71 -1.43 -0.13
H 2.11 -1.17 -1.85
H 0.76 0.41 -0.44

***

What did the seventh record say?
The following is a DFT calculation (ωB97M-V/def2-TZVPD) of a 2-piece molecular cluster, C6H16 overall at a distorted geometry.

**SMILES**: CCC.CCC
**Highest occupied orbital energy**: -10.9 eV
**Maximum force**: 7.54 eV/A
**Gap between HOMO and LUMO**: 11.96 eV

Element x y z (Å)
C 1.70 -0.13 -2.50
C 0.35 0.64 -2.64
C -0.06 1.35 -1.38
H 2.54 0.53 -2.73
H 1.59 -1.05 -3.22
H 1.90 -0.44 -1.51
H 0.42 1.43 -3.47
H -0.43 -0.10 -2.85
H 0.74 2.04 -0.99
H -1.00 1.91 -1.72
H -0.38 0.70 -0.58
C -0.88 0.74 2.25
C -1.21 -0.87 1.87
C -0.03 -1.76 2.35
H -1.25 1.02 3.19
H -1.38 1.36 1.55
H 0.24 0.83 2.25
H -2.14 -1.24 2.33
H -1.26 -0.90 0.79
H 0.78 -1.50 1.65
H 0.16 -1.64 3.31
H -0.39 -2.90 2.04

***

> Which formula does entry 3 have?

C33H36BiCl2N3O3S6SiTe